A cluster of 11 separate species, C51H67N7O4 in total at a distorted geometry. Source: the Open Molecules 2025 dataset; level of theory: ωB97M-V/def2-TZVPD.

Positions of all 129 atoms, in Å:
1 N -3.44 -1.80 1.43
2 C -4.26 -1.01 2.11
3 C -5.63 -1.23 2.19
4 C -6.14 -2.33 1.54
5 C -5.29 -3.20 0.88
6 C -3.94 -2.89 0.86
7 H -3.80 -0.13 2.55
8 H -6.21 -0.53 2.77
9 H -7.19 -2.59 1.57
10 H -5.67 -4.09 0.39
11 H -3.21 -3.49 0.34
12 N -1.81 2.18 3.89
13 C -2.81 2.84 3.33
14 C -3.60 3.77 3.97
15 C -3.43 3.94 5.33
16 C -2.45 3.17 5.95
17 C -1.62 2.36 5.22
18 H -2.97 2.62 2.28
19 H -4.33 4.35 3.42
20 H -4.03 4.63 5.89
21 H -2.28 3.37 7.01
22 H -0.75 1.88 5.63
23 N 7.15 -1.93 -1.40
24 C 6.24 -2.87 -1.65
25 C 4.88 -2.60 -1.73
26 C 4.46 -1.30 -1.48
27 C 5.39 -0.35 -1.14
28 C 6.74 -0.69 -1.17
29 H 6.63 -3.85 -1.89
30 H 4.15 -3.38 -1.92
31 H 3.39 -1.10 -1.43
32 H 5.04 0.64 -0.88
33 H 7.47 0.08 -1.00
34 N 3.41 3.77 -3.31
35 C 3.16 3.03 -2.24
36 C 1.89 2.52 -1.96
37 C 0.82 2.91 -2.73
38 C 1.06 3.74 -3.82
39 C 2.37 4.11 -4.06
40 H 3.99 2.83 -1.56
41 H 1.80 1.93 -1.06
42 H -0.18 2.59 -2.46
43 H 0.25 4.08 -4.44
44 H 2.59 4.71 -4.95
45 N -3.87 -1.56 -5.84
46 C -2.84 -1.97 -5.12
47 C -1.99 -1.09 -4.45
48 C -2.24 0.26 -4.51
49 C -3.33 0.70 -5.26
50 C -4.11 -0.25 -5.90
51 H -2.56 -3.02 -5.16
52 H -1.22 -1.47 -3.79
53 H -1.58 1.00 -4.06
54 H -3.48 1.75 -5.43
55 H -4.87 0.03 -6.62
56 N -5.32 4.81 -0.68
57 C -5.04 3.51 -0.76
58 C -3.76 3.00 -0.59
59 C -2.70 3.88 -0.47
60 C -2.99 5.22 -0.35
61 C -4.31 5.65 -0.49
62 H -5.87 2.86 -1.01
63 H -3.59 1.94 -0.46
64 H -1.68 3.51 -0.39
65 H -2.19 5.94 -0.19
66 H -4.60 6.66 -0.25
67 N 1.49 -1.09 -7.09
68 C 1.34 -1.10 -5.76
69 C 2.07 -0.31 -4.90
70 C 2.92 0.64 -5.46
71 C 3.13 0.63 -6.83
72 C 2.41 -0.27 -7.60
73 H 0.64 -1.84 -5.39
74 H 1.96 -0.37 -3.83
75 H 3.51 1.34 -4.89
76 H 3.92 1.21 -7.29
77 H 2.58 -0.41 -8.66
78 C -1.11 -2.31 4.42
79 C -1.00 -0.86 4.83
80 C 0.24 -0.87 5.72
81 O 1.06 -1.94 5.23
82 C 0.37 -2.76 4.30
83 H -1.67 -2.38 3.48
84 H -1.62 -2.86 5.21
85 H -1.84 -0.52 5.44
86 H -0.86 -0.20 3.98
87 H -0.02 -1.19 6.73
88 H 0.79 0.07 5.76
89 H 0.44 -3.82 4.52
90 H 0.74 -2.58 3.29
91 C 3.99 2.63 2.17
92 C 2.62 1.97 2.50
93 C 1.80 3.20 2.90
94 O 2.43 4.35 2.39
95 C 3.53 3.95 1.58
96 H 4.62 2.06 1.49
97 H 4.51 2.77 3.12
98 H 2.82 1.17 3.21
99 H 2.29 1.54 1.55
100 H 1.76 3.25 4.00
101 H 0.75 3.06 2.62
102 H 4.33 4.70 1.59
103 H 3.21 3.81 0.55
104 C -0.07 -0.45 1.20
105 C 0.84 -0.95 0.11
106 C 0.04 -0.59 -1.16
107 O -0.78 0.49 -0.75
108 C -0.58 0.86 0.63
109 H 0.54 -0.39 2.11
110 H -0.84 -1.20 1.41
111 H 1.13 -1.99 0.24
112 H 1.81 -0.43 0.12
113 H -0.47 -1.48 -1.53
114 H 0.82 -0.28 -1.87
115 H -1.46 1.13 1.22
116 H 0.16 1.66 0.67
117 C 0.12 -6.47 0.77
118 C 0.98 -7.20 1.78
119 C 2.42 -6.80 1.38
120 O 2.30 -5.67 0.50
121 C 0.97 -5.23 0.47
122 H -0.87 -6.25 1.14
123 H 0.07 -7.00 -0.19
124 H 0.87 -8.28 1.78
125 H 0.78 -6.84 2.79
126 H 2.90 -7.60 0.83
127 H 3.00 -6.48 2.25
128 H 0.70 -4.81 -0.50
129 H 0.76 -4.45 1.22

Results
DFT total energy (eV): -72590.5040
Max |F| (eV/Å): 2.31
Energy above the lowest of the compared OMol25 structures with the same formula, charge and spin (kcal per mole): 18.31
Lowest unoccupied orbital energy (eV): 0.36
Gap between HOMO and LUMO (eV): 9.9
HOMO energy (eV): -9.532

Löwdin atomic charge list, values in e, 4 entries: number 1, N, carries 0.055; number 2, C, carries -0.148; number 3, C, carries -0.068; number 4, C, carries -0.077



A cluster of 2 separate species, C4H11NO in total at a distorted geometry. Source: the Open Molecules 2025 dataset; level of theory: ωB97M-V/def2-TZVPD.

Positions of all 17 atoms, in Å:
1 C -0.84 -0.51 -1.47
2 N -1.72 -0.87 -0.37
3 C -2.35 -2.17 -0.59
4 H -1.37 -0.39 -2.40
5 H -0.06 -1.26 -1.66
6 H -0.33 0.42 -1.21
7 H -1.14 -0.93 0.46
8 H -3.07 -2.07 -1.39
9 H -1.63 -2.93 -0.93
10 H -2.90 -2.49 0.29
11 C 2.46 1.88 2.17
12 C 2.46 2.07 0.86
13 O 1.41 1.81 0.02
14 H 3.40 2.13 2.66
15 H 1.62 1.63 2.79
16 H 3.31 2.42 0.30
17 H 0.75 1.27 0.47

Results
DFT total energy (eV): -7862.5118
Max |F| (eV/Å): 1.09
Energy above the lowest of the compared OMol25 structures with the same formula, charge and spin (kcal per mole): 47.08
Lowest unoccupied orbital energy (eV): 0.87
Gap between HOMO and LUMO (eV): 9.9
HOMO energy (eV): -9.053

Löwdin atomic charge list, values in e, 4 entries: number 1, C, carries -0.156; number 2, N, carries -0.190; number 3, C, carries -0.154; number 4, H, carries 0.077



A structure of composition C5H4Br2Cl2F2 at a distorted geometry. Source: the Open Molecules 2025 dataset; level of theory: ωB97M-V/def2-TZVPD.

Positions of all 15 atoms, in Å:
1 C -0.09 0.01 -0.01
2 C 0.53 -0.57 1.30
3 C 1.46 -0.13 -0.13
4 C -0.94 -0.91 -0.85
5 C -0.62 1.43 0.07
6 F 0.49 -1.79 1.67
7 F 0.75 0.29 2.37
8 Cl -2.32 -1.59 0.05
9 Cl -0.07 2.28 -1.47
10 Br 2.57 1.35 0.08
11 Br 2.23 -1.68 -0.98
12 H -0.52 -1.90 -1.25
13 H -1.26 -0.34 -1.84
14 H -0.51 2.00 1.05
15 H -1.72 1.54 -0.05

Results
DFT total energy (eV): -175812.1573
Max |F| (eV/Å): 6.01
Energy above the lowest of the compared OMol25 structures with the same formula, charge and spin (kcal per mole): 0.00
Lowest unoccupied orbital energy (eV): 0.27
Gap between HOMO and LUMO (eV): 9.5
HOMO energy (eV): -9.268

Löwdin atomic charge list, values in e, 4 entries: number 1, C, carries -0.572; number 2, C, carries -0.463; number 3, C, carries -1.119; number 4, C, carries -0.572



A structure of composition C29H44ClN5O4Re at a distorted geometry. Source: the Open Molecules 2025 dataset; level of theory: ωB97M-V/def2-TZVPD.

Positions of all 84 atoms, in Å:
1 Re 0.40 -0.74 -1.09
2 Cl -0.09 0.33 -3.16
3 C 2.67 -4.27 -1.09
4 C 1.71 -2.20 -1.29
5 N 1.48 -3.57 -1.26
6 H 4.78 -3.26 -0.74
7 N 3.06 -2.04 -1.05
8 H 2.61 -5.40 -1.12
9 C 0.04 -4.01 -1.26
10 C -0.03 -5.50 -1.58
11 C -0.64 -3.71 0.09
12 H 0.50 -6.05 -0.79
13 H -1.09 -5.81 -1.59
14 H 0.43 -5.67 -2.56
15 H -1.79 -3.54 -2.34
16 H -0.31 -3.19 -3.26
17 H -0.77 -2.61 0.31
18 C -0.76 -3.16 -2.26
19 H -0.09 -4.17 0.92
20 H -1.68 -4.11 0.07
21 H -0.91 -2.05 -1.97
22 C 3.69 -3.28 -0.93
23 C 3.52 -0.23 0.68
24 H 4.02 -0.97 1.30
25 H 4.00 0.75 0.85
26 C 3.61 -0.65 -0.80
27 H 3.44 1.35 -1.64
28 C 5.08 -0.62 -1.25
29 H 5.14 -0.94 -2.29
30 H 2.47 -0.10 1.03
31 H 1.82 0.78 -0.97
32 H 5.67 -1.28 -0.61
33 H 5.51 0.40 -1.16
34 C 2.79 0.42 -1.57
35 H 2.63 0.13 -2.63
36 C -3.37 3.13 -2.00
37 N -3.08 2.12 -1.02
38 H -2.22 5.04 -2.34
39 N -1.50 3.68 -0.84
40 H -4.31 3.02 -2.54
41 C -3.66 0.67 -1.14
42 C -5.03 0.84 -0.57
43 C -3.62 0.10 -2.58
44 H -5.62 1.55 -1.17
45 H -5.56 -0.13 -0.49
46 H -4.87 1.23 0.44
47 H -3.38 -1.25 -0.19
48 H -2.74 0.14 0.75
49 H -2.58 0.05 -2.98
50 C -2.89 -0.25 -0.25
51 H -4.28 0.63 -3.28
52 H -3.96 -0.96 -2.64
53 H -1.82 -0.37 -0.72
54 C -2.39 4.08 -1.90
55 C 0.79 3.84 -2.11
56 H 0.50 4.48 -2.96
57 H 1.88 4.09 -2.01
58 C -0.01 4.10 -0.81
59 H 1.68 3.74 0.52
60 C -0.10 5.57 -0.50
61 H -0.73 5.64 0.40
62 H 0.80 2.77 -2.40
63 H 0.74 2.32 0.05
64 H -0.56 6.14 -1.32
65 H 0.90 5.99 -0.26
66 C 0.66 3.37 0.32
67 H 0.06 3.47 1.22
68 C -1.95 2.50 -0.46
69 O -1.27 1.56 1.43
70 C -0.49 0.63 1.74
71 O 0.15 -0.04 0.80
72 C -0.21 0.16 3.17
73 C 0.66 -0.89 3.58
74 C 0.84 -1.19 4.93
75 C 0.14 -0.49 5.93
76 C -0.74 0.54 5.54
77 C -0.90 0.84 4.19
78 N 0.36 -0.82 7.32
79 O 1.18 -1.74 7.58
80 O -0.25 -0.19 8.21
81 H 1.20 -1.50 2.84
82 H 1.52 -1.96 5.31
83 H -1.27 1.09 6.31
84 H -1.59 1.62 3.91

Results
DFT total energy (eV): -61071.8803
Max |F| (eV/Å): 5.54
Total charge: -2
Lowest unoccupied orbital energy (alpha / beta) (eV): 4.25 / 4.22
Gap between HOMO and LUMO (alpha / beta) (eV): 3.9 / 4.3
Spin multiplicity: 4
HOMO energy (alpha / beta) (eV): 0.347 / -0.074

Löwdin atomic charge list, values in e, 4 entries: number 1, Re, carries 0.806; number 2, Cl, carries -0.063; number 3, C, carries -0.070; number 4, C, carries -0.344